# 1
# C34H85BN7O3P3

3 unconnected molecules or ions with the total composition C34H85BN7O3P3 in a non-equilibrium geometry (ωB97M-V/def2-TZVPD, the OMol25 dataset).

```
133
Properties=species:S:1:pos:R:3:mulliken_charge:R:1
C 3.335 5.177 4.332 -0.3987
C 2.007 5.435 5.258 -0.1884
C 1.709 4.277 6.382 -0.4688
C 2.634 2.929 6.249 -0.6106
C 2.058 1.935 5.047 0.0991
C 3.171 0.757 4.645 -0.8484
C 4.583 1.420 4.116 -0.0207
C 4.993 0.996 2.578 -0.7304
C 4.703 2.238 1.544 -0.2632
C 3.639 1.848 0.319 -0.8180
C 2.303 1.058 0.843 0.0645
C 0.875 1.716 0.272 -0.2183
C 0.308 2.841 1.373 0.8248
P -1.173 3.797 0.608 0.2442
N -1.967 2.367 -0.017 -0.4428
C -2.698 1.630 0.831 0.6435
C -4.333 1.476 0.486 -1.0597
C -2.212 0.693 2.096 -0.6410
B -2.581 4.229 1.869 0.0729
O -3.946 4.559 1.332 -0.8394
C -2.405 4.308 3.502 0.6358
C -3.383 3.232 4.326 -0.6827
C -0.423 5.527 1.040 0.6557
C 0.992 5.836 0.197 -0.9466
C -1.408 6.790 0.551 -0.4194
C -1.879 7.745 1.841 -0.8139
H 3.129 4.296 3.564 -0.2511
H 3.517 6.163 3.703 0.3608
H 4.320 4.937 4.943 0.2798
H 1.087 5.632 4.541 -0.1456
H 2.191 6.445 5.848 0.3586
H 0.586 3.931 6.228 0.0916
H 1.828 4.729 7.469 0.3327
H 3.790 3.131 6.172 0.2332
H 2.486 2.319 7.264 0.4082
H 1.703 2.553 4.118 -0.3544
H 1.078 1.431 5.504 0.3266
H 3.416 0.216 5.680 0.3566
H 2.719 -0.058 3.936 0.4114
H 5.464 1.047 4.824 0.2882
H 4.474 2.586 4.172 -0.1844
H 6.153 0.799 2.579 0.3894
H 4.469 -0.012 2.287 0.2965
H 5.755 2.535 1.070 0.3602
H 4.296 3.218 2.063 -0.0441
H 3.426 2.822 -0.292 0.3279
H 4.240 1.108 -0.391 0.3166
H 2.244 0.924 2.009 -0.2694
H 2.354 -0.037 0.373 0.3114
H 0.152 0.805 0.137 -0.1990
H 1.087 2.323 -0.712 0.2600
H 1.239 3.495 1.642 -0.1421
H 0.009 2.313 2.402 -0.2804
H -1.153 4.289 -0.781 -0.3143
H -4.540 1.798 -0.619 0.2903
H -4.614 0.349 0.719 0.2874
H -4.922 2.138 1.277 0.2287
H -3.008 -0.127 2.353 0.3433
H -1.251 0.101 1.706 0.1567
H -1.841 1.302 3.033 -0.0199
H -3.884 4.505 0.316 0.3593
H -2.808 5.383 3.825 0.0805
H -1.291 4.263 3.863 -0.2806
H -3.849 2.531 3.483 0.1112
H -4.223 3.762 4.945 0.2776
H -2.676 2.535 4.987 0.2271
H -0.258 5.640 2.196 -0.5055
H 1.254 6.988 0.165 0.4145
H 1.937 5.330 0.719 0.0823
H 0.886 5.337 -0.856 0.2641
H -2.313 6.435 -0.109 0.1830
H -0.815 7.554 -0.152 0.4297
H -2.395 8.719 1.383 0.3498
H -0.905 8.085 2.399 0.2093
H -2.615 7.195 2.568 0.1326
C -2.714 -3.654 -2.800 -0.8095
N -2.946 -3.254 -1.433 0.2113
C -1.934 -2.281 -1.020 -1.0891
P -3.885 -3.892 -0.188 0.9410
O -4.653 -2.554 -0.056 -0.7129
N -5.287 -4.751 -0.638 0.1245
C -5.741 -4.999 -1.997 -1.0480
C -6.476 -4.447 0.176 -1.1105
N -3.001 -5.430 -0.339 -0.0430
C -1.907 -5.521 0.629 -1.0839
C -2.738 -6.310 -1.456 -0.8806
H -1.740 -4.144 -2.908 0.2318
H -2.711 -2.782 -3.465 0.3064
H -3.468 -4.322 -3.206 0.3091
H -1.032 -2.788 -0.666 0.2555
H -2.301 -1.644 -0.207 0.1884
H -1.654 -1.602 -1.834 0.3839
H -5.436 -4.224 -2.695 0.3359
H -6.834 -5.067 -2.082 0.4391
H -5.397 -5.979 -2.342 0.2666
H -6.990 -3.540 -0.181 0.3375
H -6.195 -4.289 1.234 0.3255
H -7.186 -5.276 0.167 0.4161
H -0.998 -5.050 0.239 0.2484
H -1.681 -6.561 0.884 0.3916
H -2.174 -5.014 1.562 0.3512
H -1.738 -6.151 -1.875 0.2330
H -3.443 -6.236 -2.276 0.2787
H -2.785 -7.353 -1.121 0.2792
C 1.384 -4.890 -7.346 -1.1214
N 0.990 -4.018 -6.266 0.2957
C -0.026 -3.074 -6.733 -0.9610
P 1.663 -3.669 -4.761 0.8427
O 0.358 -4.111 -4.054 -0.7488
N 2.581 -4.900 -4.020 0.1519
C 2.852 -6.218 -4.572 -1.1224
C 2.324 -5.068 -2.579 -1.1269
N 3.163 -3.162 -5.574 -0.0489
C 3.205 -1.712 -5.773 -1.1329
C 4.035 -3.809 -6.529 -1.0369
H 1.834 -4.321 -8.168 0.3624
H 0.515 -5.418 -7.757 0.3090
H 2.085 -5.669 -7.061 0.3408
H 0.442 -2.203 -7.199 0.2511
H -0.649 -2.717 -5.906 0.1829
H -0.713 -3.527 -7.456 0.3560
H 2.067 -6.570 -5.235 0.3578
H 2.966 -6.993 -3.802 0.4468
H 3.818 -6.225 -5.086 0.2605
H 1.441 -5.701 -2.397 0.3571
H 2.152 -4.089 -2.096 0.2827
H 3.182 -5.514 -2.073 0.4569
H 2.698 -1.428 -6.701 0.3063
H 4.235 -1.341 -5.808 0.3818
H 2.708 -1.194 -4.946 0.3506
H 3.835 -3.479 -7.554 0.3836
H 3.993 -4.893 -6.529 0.2884
H 5.078 -3.555 -6.305 0.2809
```

Results
structure (SMILES) = CCCCCCCCCCCCC[PH](N=C(C)C)(B(O)CC)[C@@H](C)CC.CN(C)P(=O)(N(C)C)N(C)C.CN(C)P(=O)(N(C)C)N(C)C
HOMO-LUMO gap = 5.29 eV


# 2
# C10H24GaN2O6P2S

A molecular structure, C10H24GaN2O6P2S (ωB97M-V/def2-TZVPD, the OMol25 dataset).

```
46
Properties=species:S:1:pos:R:3:mulliken_charge:R:1
C 0.070 -0.958 5.021 0.5536
C -0.654 -1.702 4.400 -0.9189
Ga -1.889 -2.822 3.415 -0.1593
N -2.642 -1.839 1.960 -0.4841
P -3.628 -3.519 4.865 0.2363
N -4.341 -2.309 5.614 -0.7090
P -0.714 -4.734 2.533 0.0406
S 0.642 -5.633 3.690 -0.5138
H 0.715 -0.310 5.569 0.3738
H -1.918 -1.205 1.633 0.1489
H -2.829 -2.446 1.167 0.2086
H -4.534 -4.298 4.089 0.0202
H -3.144 -4.543 5.711 0.0359
H -4.354 -2.433 6.620 0.1761
H -1.675 -5.665 2.083 0.0362
H -0.186 -4.410 1.265 0.0157
C 1.602 4.035 -1.273 -0.8672
C 1.783 4.147 0.226 -0.2495
O 0.537 3.981 0.923 -0.3966
C 0.149 2.708 1.085 0.7957
O 0.778 1.741 0.735 -0.5639
O -1.029 2.700 1.687 -0.3417
C -1.579 1.385 1.907 -0.6839
H 0.850 4.745 -1.618 0.2997
H 2.545 4.256 -1.776 0.3562
H 1.288 3.030 -1.552 0.1347
H 2.121 5.141 0.513 0.3040
H 2.497 3.411 0.593 0.3005
H -0.867 0.754 2.434 0.2944
H -1.851 0.937 0.953 0.3144
H -2.466 1.525 2.514 0.2542
C 2.130 1.711 -6.324 -1.0264
C 1.494 0.341 -6.244 -0.2010
O 2.024 -0.427 -5.151 -0.3898
C 1.500 -0.142 -3.952 0.8118
O 0.609 0.644 -3.748 -0.5701
O 2.072 -0.928 -3.052 -0.3635
C 1.577 -0.768 -1.710 -0.5562
H 3.215 1.623 -6.382 0.2878
H 1.776 2.232 -7.215 0.3462
H 1.869 2.306 -5.450 0.2692
H 1.723 -0.256 -7.125 0.2943
H 0.412 0.414 -6.137 0.3084
H 0.497 -0.892 -1.682 0.2892
H 1.832 0.217 -1.325 0.2089
H 2.066 -1.540 -1.126 0.2795
```

Results
total charge = -1
HOMO-LUMO gap = 6.64 eV


# 3
# C34H42B2BrCl75O6

A molecular structure, C34H42B2BrCl75O6 in a non-equilibrium geometry (ωB97M-V/def2-TZVPD, the OMol25 dataset).

```
160
Properties=species:S:1:pos:R:3:mulliken_charge:R:1
C 0.953 0.026 0.700 0.4826
C 1.182 1.342 1.392 0.6578
O 2.230 1.622 2.003 -0.7075
O 0.134 2.192 1.308 0.0609
C 0.439 3.385 0.550 1.2037
C -0.845 4.206 0.398 -0.8889
C -2.022 3.423 0.990 0.3804
C -3.352 4.062 0.687 -0.7154
C -4.519 3.424 1.456 0.8176
C -5.203 2.289 0.683 -0.7609
B -4.426 0.831 0.629 0.0217
Br -3.215 0.450 2.255 -0.4578
B -3.606 0.589 -0.846 0.3217
O -4.370 0.595 -2.013 -0.4920
O -2.210 0.350 -0.997 -0.4017
C -5.555 -0.378 0.621 0.2556
O -6.665 -0.291 1.225 -0.7628
O -5.227 -1.429 -0.019 -0.6946
H 1.392 -0.745 1.311 -0.4347
H -0.113 -0.133 0.593 0.1152
H 1.427 0.074 -0.271 -0.1934
H 1.236 3.875 1.096 -0.3855
H 0.758 3.094 -0.441 -0.6947
H -1.003 4.332 -0.668 0.3048
H -0.764 5.202 0.826 0.3135
H -1.855 3.250 2.039 0.3860
H -2.015 2.476 0.467 -0.3409
H -3.306 5.104 1.035 0.4163
H -3.551 4.120 -0.379 0.3135
H -5.246 4.241 1.569 -0.9000
H -4.243 3.149 2.467 0.3045
H -5.304 2.653 -0.345 0.2589
H -6.216 2.196 1.057 0.2440
H -3.857 0.206 -2.733 0.1288
H -2.035 -0.581 -1.179 0.2060
C 4.681 -0.819 -0.637 0.8706
Cl 3.803 0.420 -1.523 -0.0778
Cl 3.641 -2.196 -0.277 -0.0854
Cl 6.131 -1.334 -1.513 -0.1040
H 4.986 -0.383 0.304 -0.6278
C 7.078 -0.213 3.108 0.0128
Cl 8.208 -0.275 1.752 -0.1134
Cl 7.762 0.708 4.450 -0.0515
Cl 5.537 0.476 2.602 -0.0089
H 6.902 -1.225 3.445 0.1319
C -8.326 -1.948 -1.380 0.6002
Cl -9.481 -0.769 -2.039 -0.2034
Cl -9.146 -3.483 -1.037 -0.1827
Cl -7.008 -2.174 -2.499 -0.0803
H -7.913 -1.555 -0.447 -0.1852
C 1.357 4.996 4.213 0.0692
Cl 2.276 5.306 2.729 -0.1831
Cl 1.896 6.106 5.484 -0.1019
Cl -0.363 5.146 3.921 -0.0576
H 1.563 3.985 4.539 0.2079
C 5.706 4.742 2.218 0.6460
Cl 6.891 5.905 2.834 -0.1379
Cl 5.268 5.116 0.553 -0.1212
Cl 6.328 3.096 2.348 0.0279
H 4.814 4.816 2.827 -0.3901
C -9.523 3.377 1.525 -0.0912
Cl -8.757 2.977 3.056 -0.0354
Cl -10.717 4.682 1.739 -0.1639
Cl -8.320 3.827 0.332 -0.1075
H -10.044 2.500 1.166 0.3836
C -9.981 -1.781 -5.491 0.5925
Cl -11.100 -0.644 -6.253 -0.1626
Cl -10.798 -3.301 -5.123 -0.1318
Cl -8.579 -2.066 -6.523 -0.1394
H -9.635 -1.351 -4.563 -0.1688
C -9.268 1.453 -10.021 0.2628
Cl -10.080 0.630 -11.360 -0.1444
Cl -7.524 1.505 -10.281 -0.0888
Cl -9.915 3.079 -9.806 -0.1317
H -9.458 0.892 -9.117 0.1043
C -13.635 -4.473 -7.198 0.2329
Cl -14.731 -3.307 -7.942 -0.1346
Cl -14.488 -5.978 -6.828 -0.0967
Cl -12.250 -4.780 -8.238 -0.1086
H -13.272 -4.051 -6.270 0.0961
C 5.020 -5.032 2.272 -0.0838
Cl 6.201 -4.864 0.974 -0.0524
Cl 5.173 -3.704 3.431 -0.0977
Cl 3.386 -5.100 1.624 -0.1296
H 5.218 -5.958 2.795 0.3135
C 0.349 1.585 -3.388 0.4351
Cl 1.646 2.601 -2.740 -0.1972
Cl -1.178 2.443 -3.327 -0.0943
Cl 0.713 1.074 -5.043 -0.1724
H 0.267 0.699 -2.771 -0.0142
C 7.020 -8.695 0.058 -0.0926
Cl 6.059 -8.227 1.463 -0.0703
Cl 7.591 -7.275 -0.822 -0.0763
Cl 8.380 -9.707 0.548 -0.1158
H 6.389 -9.271 -0.604 0.3539
C -15.664 -9.822 -6.297 0.3263
Cl -16.937 -10.182 -7.466 -0.1275
Cl -16.029 -10.553 -4.733 -0.1242
Cl -14.096 -10.364 -6.891 -0.1161
H -15.622 -8.749 -6.165 0.0426
C 9.727 -5.435 -3.431 0.1624
Cl 8.825 -4.001 -2.947 -0.0508
Cl 9.949 -5.473 -5.184 -0.1070
Cl 11.285 -5.499 -2.607 -0.1209
H 9.157 -6.308 -3.145 0.1154
C -7.791 7.347 1.757 0.2306
Cl -8.650 7.491 3.296 -0.1392
Cl -7.506 8.952 1.058 -0.1713
Cl -6.286 6.467 1.957 -0.0867
H -8.418 6.789 1.073 0.0979
C 0.658 -2.478 4.148 -0.3588
Cl -0.334 -1.159 3.545 0.0040
Cl -0.308 -3.930 4.421 -0.1304
Cl 2.002 -2.843 3.046 0.0778
H 1.078 -2.177 5.091 0.3710
C -4.262 1.206 -7.578 0.0224
Cl -5.264 1.236 -6.132 -0.0477
Cl -4.731 2.496 -8.696 -0.1498
Cl -2.552 1.350 -7.162 -0.0847
H -4.412 0.258 -8.075 0.2716
C 10.357 7.026 2.312 0.4961
Cl 11.132 6.546 3.825 -0.1400
Cl 9.789 8.692 2.398 -0.1268
Cl 11.456 6.802 0.950 -0.1389
H 9.497 6.387 2.162 -0.1134
C -11.394 2.272 6.177 -0.0192
Cl -10.741 3.616 7.121 -0.1401
Cl -11.793 2.795 4.544 -0.0742
Cl -10.259 0.925 6.142 -0.1050
H -12.302 1.936 6.657 0.3300
C 9.170 -6.115 -9.011 0.4129
Cl 8.238 -4.977 -9.983 -0.1195
Cl 8.217 -7.556 -8.653 -0.1197
Cl 10.673 -6.549 -9.829 -0.1272
H 9.422 -5.632 -8.076 -0.0423
C 11.514 2.692 4.211 0.1701
Cl 10.102 2.739 3.163 -0.0108
Cl 11.071 2.158 5.832 -0.1317
Cl 12.765 1.642 3.532 -0.1286
H 11.916 3.694 4.281 0.1044
C 15.485 0.894 0.783 0.4851
Cl 16.733 1.965 1.426 -0.1246
Cl 15.092 1.324 -0.881 -0.1221
Cl 15.997 -0.792 0.887 -0.1245
H 14.592 1.013 1.382 -0.0987
C 5.309 6.363 7.339 -0.0341
Cl 6.786 7.178 7.863 -0.1462
Cl 3.911 7.429 7.502 -0.1322
Cl 5.472 5.763 5.690 0.0104
H 5.148 5.510 7.983 0.2987
C 9.506 -7.407 4.095 -0.0804
Cl 8.566 -6.268 3.134 0.0041
Cl 8.559 -8.852 4.459 -0.1154
Cl 11.003 -7.838 3.264 -0.1242
H 9.765 -6.929 5.030 0.3364
C 2.665 -4.187 7.759 -0.0291
Cl 1.982 -2.830 8.657 -0.1345
Cl 2.626 -3.869 6.027 0.0121
Cl 4.313 -4.528 8.301 -0.1456
H 2.059 -5.060 7.955 0.2919
```

Results
total charge = -2
HOMO-LUMO gap = 2.97 eV


# 4
# C47H56FMnNO2S2Se

A molecular structure, C47H56FMnNO2S2Se in a non-equilibrium geometry (ωB97M-V/def2-TZVPD, the OMol25 dataset).

```
111
Properties=species:S:1:pos:R:3:mulliken_spin:R:1
Mn -0.491 -0.144 1.161 3.6055
C -7.670 1.641 0.771 0.0007
C -7.354 0.326 0.056 0.0025
C -8.107 -0.812 0.762 0.0007
C -7.850 0.440 -1.395 0.0003
C -5.851 0.018 0.079 -0.0054
C -4.947 0.748 0.836 -0.0073
C -3.603 0.395 0.823 0.0579
Se -2.286 1.313 1.844 -0.3702
C -0.446 -0.892 3.813 0.0355
C -1.625 -1.260 4.461 0.0160
C -2.334 -2.371 4.062 0.0038
C -1.721 -3.238 3.144 -0.0002
C -0.547 -2.941 2.489 0.0049
C -0.010 -1.648 2.712 0.0120
O 0.899 -1.062 1.830 0.0088
C 0.262 -4.019 1.739 0.0040
C 1.491 -4.298 2.635 0.0038
C -0.531 -5.316 1.600 -0.0006
C 0.771 -3.610 0.348 -0.0037
C -3.733 -2.692 4.577 0.0017
C -4.692 -2.680 3.372 -0.0017
C -4.214 -1.648 5.590 -0.0004
C -3.756 -4.075 5.243 0.0023
C -3.121 -0.643 0.068 0.0147
O -1.758 -0.876 0.111 -0.0292
C -3.999 -1.406 -0.712 -0.0155
C -5.346 -1.047 -0.671 -0.0021
C -3.514 -2.579 -1.571 -0.0002
C -2.893 -3.644 -0.650 -0.0005
C -2.471 -2.087 -2.590 -0.0016
C -4.659 -3.233 -2.339 -0.0002
H -8.740 1.849 0.691 -0.0001
H -7.126 2.480 0.322 0.0000
H -7.420 1.594 1.836 0.0004
H -9.189 -0.626 0.748 0.0001
H -7.785 -0.895 1.806 0.0000
H -7.918 -1.774 0.273 -0.0002
H -8.896 0.770 -1.412 0.0000
H -7.796 -0.517 -1.925 0.0001
H -7.251 1.169 -1.950 -0.0001
H -5.262 1.597 1.440 0.0106
H -1.984 -0.626 5.264 -0.0009
H -2.207 -4.184 2.927 -0.0013
H 1.185 -4.518 3.660 -0.0010
H 2.161 -3.432 2.651 -0.0011
H 2.049 -5.154 2.246 -0.0004
H -0.764 -5.758 2.574 0.0000
H 0.073 -6.039 1.044 0.0000
H -1.467 -5.165 1.051 0.0000
H 1.343 -2.689 0.361 0.0059
H -0.051 -3.497 -0.365 0.0007
H 1.431 -4.402 -0.024 -0.0010
H -4.738 -1.681 2.923 0.0012
H -5.701 -2.969 3.688 -0.0003
H -4.366 -3.375 2.590 0.0006
H -4.168 -0.635 5.175 -0.0006
H -3.621 -1.677 6.513 0.0001
H -5.254 -1.854 5.854 0.0001
H -3.597 -4.881 4.520 -0.0004
H -4.728 -4.243 5.721 0.0000
H -2.980 -4.146 6.012 -0.0001
H -6.046 -1.635 -1.257 0.0009
H -2.117 -3.216 -0.018 -0.0021
H -2.455 -4.456 -1.241 0.0001
H -3.664 -4.069 0.004 -0.0004
H -1.572 -1.715 -2.100 -0.0056
H -2.889 -1.278 -3.201 0.0000
H -2.181 -2.908 -3.258 0.0001
H -5.429 -3.623 -1.665 0.0001
H -4.262 -4.074 -2.913 0.0001
H -5.130 -2.537 -3.045 0.0001
S 3.155 -0.514 -0.370 -0.0001
C 2.888 0.116 -1.864 0.0012
N 3.490 1.190 -2.407 0.0001
C 2.891 1.772 -3.607 -0.0002
C 2.169 0.628 -4.305 0.0004
S 1.678 -0.502 -2.968 -0.0026
H 4.073 1.742 -1.801 -0.0005
H 3.664 2.194 -4.243 -0.0001
H 2.187 2.557 -3.341 0.0003
H 2.819 0.094 -4.991 0.0000
H 1.279 0.970 -4.831 0.0000
F 2.532 3.428 5.757 0.0000
C 1.818 2.397 5.284 0.0006
C 0.452 2.519 5.203 0.0011
C -0.278 1.443 4.709 -0.0250
C 0.350 0.271 4.301 -0.0087
C 1.739 0.187 4.406 -0.0023
C 2.482 1.249 4.896 0.0021
H -0.029 3.441 5.514 0.0001
H -1.355 1.532 4.609 0.0002
H 2.247 -0.717 4.096 -0.0017
H 3.562 1.196 4.977 0.0000
C -0.436 3.439 -3.226 -0.0059
C -1.137 2.258 -2.873 0.0138
C -0.867 1.622 -1.697 -0.0557
C 0.117 2.119 -0.795 -0.0969
C 0.446 1.479 0.436 -0.1955
C 1.394 2.010 1.254 0.0078
C 2.080 3.200 0.903 -0.0174
C 1.798 3.833 -0.270 0.0369
C 0.812 3.305 -1.151 -0.0311
C 0.511 3.944 -2.383 0.0060
H -0.656 3.940 -4.161 -0.0004
H -1.893 1.858 -3.541 0.0002
H -1.403 0.723 -1.439 -0.0050
H 1.656 1.523 2.185 0.0375
H 2.836 3.595 1.577 -0.0014
H 2.315 4.751 -0.544 0.0011
H 1.046 4.856 -2.639 -0.0007
```

Results
energy relative to the best compared isomer or geometry (same formula, charge and spin) = 0.0 kcal per mole
⟨S²⟩ = 4.118
HOMO-LUMO gap (spin up / spin down) = 5.71 / 7.55 eV
spin multiplicity = 4


# 5
# C5H8O2

C5H8O2 in the gas phase in a non-equilibrium geometry (ωB97M-V/def2-TZVPD, the OMol25 dataset).

```
15
Properties=species:S:1:pos:R:3:mulliken_charge:R:1
O -0.387 2.355 2.145 -0.5603
C -0.095 1.474 1.382 0.4431
C 0.886 1.365 0.213 -0.6735
C 0.225 -0.002 -0.142 0.4027
C 0.950 -1.230 -0.677 -0.5865
O 0.366 -1.435 -2.007 -0.5615
C -0.604 0.046 1.179 -0.6331
H 1.929 1.360 0.556 0.3039
H 0.775 2.149 -0.542 0.2778
H -0.362 0.020 -1.087 0.2089
H 0.819 -2.121 -0.050 0.2348
H 2.015 -1.060 -0.870 0.2588
H -0.448 -1.960 -1.956 0.3074
H -0.288 -0.610 2.004 0.2938
H -1.690 -0.038 1.080 0.2836
```

Results
energy relative to the best compared isomer or geometry (same formula, charge and spin) = 43.8 kcal per mole
structure (SMILES) = O=C1CC(CO)C1
HOMO-LUMO gap = 10.34 eV


no.,total energy (a.u.)
1,-3003.6069
2,-3962.0887
3,-38910.3431
4,-6478.5034
5,-345.7351